[1]
A 7-piece molecular cluster, C47H86F12N8O9S4 overall, computed with wB97M-V/def2-TZVPD.

As for the total energy: -5747.50138 Ha. The max |F| is 2.10 eV/A. As for the total charge: +4. For the lowest unoccupied orbital energy, the calculation gives -9.61 eV. As for the orbital gap: 5.54 eV.

The geometry in XYZ format:
```
166
Properties=species:S:1:pos:R:3:lowdin_charge:R:1
C -11.24 2.83 8.91 -0.025
C -9.89 2.65 9.58 -0.304
C -9.59 3.73 10.60 -0.222
O -10.51 3.65 11.62 -0.186
C -10.49 4.79 12.47 -0.073
N -9.87 1.29 10.24 0.230
H -10.47 1.22 11.07 0.138
H -10.13 0.57 9.57 0.168
H -8.91 1.14 10.59 0.097
H -12.08 2.87 9.61 0.099
H -11.43 2.05 8.18 0.094
H -11.31 3.79 8.40 0.107
H -9.09 2.59 8.84 0.152
H -9.63 4.69 10.07 0.148
H -8.56 3.58 10.98 0.130
H -9.50 4.97 12.91 0.093
H -11.26 4.69 13.22 0.097
H -10.68 5.68 11.86 0.104
C -12.33 -6.26 11.78 -0.078
C -12.64 -4.85 12.28 -0.233
C -13.80 -4.83 13.26 -0.126
N -14.16 -3.51 13.90 -0.274
C -13.16 -3.25 15.02 -0.100
C -13.44 -2.01 15.86 -0.157
C -14.83 -2.15 16.43 -0.191
C -15.89 -2.44 15.39 -0.154
C -15.56 -3.60 14.46 -0.100
C -14.11 -2.39 12.91 0.032
H -11.75 -6.17 10.85 0.071
H -13.19 -6.87 11.52 0.092
H -11.64 -6.83 12.40 0.088
H -12.99 -4.31 11.39 0.107
H -11.74 -4.36 12.66 0.088
H -13.75 -5.58 14.05 0.146
H -14.72 -5.07 12.71 0.146
H -13.21 -4.14 15.64 0.147
H -12.20 -3.18 14.51 0.120
H -12.66 -2.12 16.62 0.131
H -13.25 -1.04 15.40 0.118
H -14.88 -2.87 17.26 0.133
H -15.14 -1.30 17.04 0.130
H -16.87 -2.59 15.85 0.138
H -16.05 -1.57 14.74 0.113
H -15.68 -4.58 14.92 0.147
H -16.24 -3.53 13.61 0.145
H -14.69 -1.57 13.29 0.100
H -14.36 -2.81 11.95 0.110
H -13.07 -2.08 12.80 0.107
C -8.71 -3.39 12.74 -0.074
C -8.78 -4.13 11.42 -0.211
C -7.97 -3.31 10.42 -0.143
N -7.57 -4.02 9.17 -0.263
C -6.59 -5.11 9.52 -0.114
C -5.78 -5.64 8.35 -0.141
C -5.15 -4.56 7.46 -0.156
C -6.31 -3.69 6.98 -0.153
C -6.90 -3.05 8.21 -0.115
C -8.77 -4.57 8.50 0.028
H -9.55 -3.53 13.42 0.062
H -8.66 -2.30 12.58 0.059
H -7.77 -3.55 13.27 0.088
H -9.81 -4.29 11.09 0.089
H -8.39 -5.14 11.46 0.121
H -7.05 -2.93 10.87 0.135
H -8.55 -2.45 10.08 0.129
H -5.94 -4.67 10.27 0.097
H -7.10 -5.99 9.90 0.140
H -5.11 -6.46 8.60 0.136
H -6.51 -6.17 7.71 0.119
H -4.44 -3.95 8.02 0.106
H -4.68 -5.09 6.64 0.130
H -5.93 -2.83 6.42 0.131
H -6.97 -4.24 6.32 0.121
H -6.11 -2.60 8.83 0.120
H -7.63 -2.26 8.03 0.128
H -9.31 -5.22 9.18 0.099
H -8.43 -5.14 7.65 0.102
H -9.38 -3.74 8.15 0.116
C -2.16 -3.70 21.50 -0.076
C -3.34 -3.69 20.55 -0.224
C -3.12 -2.69 19.43 -0.153
N -4.34 -2.22 18.68 -0.257
C -3.82 -1.41 17.51 -0.101
C -4.83 -1.21 16.39 -0.166
C -5.50 -2.50 15.99 -0.192
C -6.15 -3.19 17.14 -0.149
C -5.16 -3.42 18.28 -0.093
C -5.13 -1.33 19.57 0.028
H -1.21 -3.50 20.98 0.086
H -1.99 -4.67 21.95 0.089
H -2.25 -2.94 22.27 0.087
H -4.26 -3.46 21.09 0.106
H -3.48 -4.66 20.06 0.117
H -2.44 -3.11 18.68 0.141
H -2.52 -1.81 19.72 0.144
H -2.97 -1.96 17.10 0.142
H -3.44 -0.46 17.88 0.125
H -4.36 -0.94 15.43 0.123
H -5.52 -0.39 16.61 0.102
H -4.77 -3.16 15.49 0.113
H -6.18 -2.26 15.17 0.102
H -6.52 -4.19 16.90 0.132
H -7.03 -2.64 17.51 0.119
H -4.41 -4.12 17.91 0.146
H -5.68 -3.87 19.12 0.142
H -5.34 -1.80 20.52 0.107
H -6.06 -1.06 19.06 0.108
H -4.55 -0.43 19.76 0.111
C -5.18 2.70 16.99 0.048
N -4.74 3.48 15.81 -0.051
C -3.74 3.03 15.05 0.020
C -3.36 3.69 13.91 0.042
C -4.11 4.77 13.47 -0.145
C -5.05 5.29 14.36 0.057
C -5.43 4.58 15.46 0.020
C -3.76 5.39 12.18 -0.110
C -3.45 6.76 12.10 0.061
C -3.21 7.32 10.88 0.025
N -3.21 6.57 9.76 -0.071
C -3.38 5.24 9.82 0.032
C -3.72 4.63 11.01 0.064
C -2.96 7.21 8.45 0.055
H -6.24 2.49 16.81 0.086
H -5.12 3.28 17.90 0.118
H -4.67 1.75 17.00 0.080
H -3.16 2.19 15.40 0.158
H -2.52 3.31 13.34 0.152
H -5.53 6.22 14.08 0.142
H -6.28 4.86 16.07 0.162
H -3.34 7.35 13.00 0.146
H -2.90 8.36 10.80 0.161
H -3.26 4.70 8.90 0.156
H -3.96 3.58 11.07 0.121
H -2.46 6.51 7.80 0.111
H -2.40 8.13 8.57 0.112
H -3.93 7.49 8.03 0.120
C -9.97 1.32 14.28 -0.653
F -10.65 0.82 13.22 0.104
F -10.09 2.64 14.34 0.159
F -10.46 0.78 15.39 0.159
S -8.19 0.82 14.17 0.606
O -7.46 1.72 15.01 -0.291
O -8.15 -0.55 14.56 -0.266
N -7.86 1.00 12.56 -0.293
S -6.28 0.97 12.45 0.552
O -5.62 2.21 12.77 -0.293
O -5.69 -0.19 13.02 -0.254
C -6.00 0.80 10.63 -0.644
F -6.19 -0.45 10.23 0.151
F -6.88 1.59 9.94 0.079
F -4.77 1.17 10.34 0.171
C -2.07 -1.87 11.59 -0.644
F -1.23 -1.23 10.78 0.137
F -1.46 -2.11 12.75 0.136
F -3.12 -1.07 11.83 0.090
S -2.68 -3.45 10.77 0.602
O -4.07 -3.18 10.52 -0.340
O -1.88 -3.64 9.61 -0.250
N -2.36 -4.57 11.89 -0.281
S -3.72 -5.12 12.48 0.597
O -4.53 -4.13 13.17 -0.343
O -4.48 -5.98 11.60 -0.301
C -3.18 -6.27 13.86 -0.649
F -1.87 -6.19 14.10 0.135
F -3.82 -5.93 14.99 0.106
F -3.47 -7.52 13.54 0.156
```


[2]
C47H88CsF2N6O5P as an isolated structure, computed with wB97M-V/def2-TZVPD.

As for the total energy: -3109.70638 Ha. The max |F| is 2.27 eV/A. As for the total charge: -2. For the lowest unoccupied orbital energy, the calculation gives 3.55 eV. As for the orbital gap: 5.41 eV.

The geometry in XYZ format:
```
150
Properties=species:S:1:pos:R:3:lowdin_charge:R:1
Cs 0.52 -0.64 1.60 1.226
C 1.84 2.98 2.85 -0.110
N 1.92 2.29 1.59 -0.306
C 3.23 1.70 1.40 -0.122
C 1.51 3.12 0.47 -0.194
C 1.03 2.33 -0.75 -0.174
N -0.19 1.59 -0.49 -0.180
C -1.37 2.43 -0.43 -0.133
C -2.65 1.72 -0.06 -0.137
C -3.80 1.98 -0.78 -0.022
C -5.03 1.38 -0.50 -0.193
C -5.04 0.45 0.53 -0.001
C -3.92 0.13 1.29 -0.089
C -2.68 0.80 1.03 -0.360
O -1.60 0.55 1.69 -0.478
C -3.95 -0.98 2.35 -0.527
C -5.34 -1.61 2.48 -0.083
C -3.57 -0.44 3.73 -0.044
C -2.98 -2.10 1.93 -0.047
C -6.26 1.75 -1.32 -0.562
C -7.48 0.92 -0.91 -0.080
C -6.01 1.49 -2.81 -0.060
C -6.60 3.23 -1.14 -0.060
C -0.34 0.39 -1.33 -0.192
C -0.18 0.63 -2.81 -0.115
C -1.25 1.09 -3.54 0.000
C -1.17 1.39 -4.90 -0.194
C 0.07 1.19 -5.49 -0.011
C 1.20 0.72 -4.81 -0.097
C 1.08 0.36 -3.44 -0.342
O 2.02 -0.22 -2.77 -0.136
C 2.50 0.49 -5.60 -0.536
C 2.52 -0.96 -6.11 -0.051
C 2.58 1.42 -6.82 -0.086
C 3.77 0.74 -4.79 -0.063
C -2.39 1.92 -5.64 -0.559
C -2.09 2.23 -7.11 -0.081
C -2.86 3.22 -4.98 -0.054
C -3.53 0.90 -5.59 -0.055
H 2.53 3.85 2.91 0.085
H 2.08 2.30 3.67 0.050
H 0.82 3.34 3.01 0.088
H 4.03 2.47 1.37 0.086
H 3.28 1.12 0.49 0.049
H 3.45 1.02 2.23 0.066
H 2.34 3.78 0.15 0.119
H 0.71 3.77 0.82 0.100
H 1.79 1.62 -1.08 0.110
H 0.91 3.04 -1.59 0.129
H -1.53 2.95 -1.40 0.114
H -1.17 3.22 0.31 0.117
H -3.72 2.70 -1.60 0.097
H -5.96 -0.06 0.76 0.074
H -6.09 -0.89 2.81 0.078
H -5.30 -2.41 3.22 0.078
H -5.68 -2.05 1.54 0.078
H -4.31 0.30 4.06 0.084
H -2.59 0.04 3.70 0.054
H -3.55 -1.25 4.45 0.082
H -3.31 -2.53 0.99 0.089
H -2.92 -2.88 2.69 0.086
H -1.99 -1.68 1.80 -0.002
H -7.30 -0.14 -1.03 0.083
H -8.34 1.19 -1.54 0.075
H -7.76 1.10 0.13 0.081
H -5.78 0.44 -2.98 0.089
H -5.16 2.07 -3.19 0.054
H -6.88 1.75 -3.41 0.078
H -6.80 3.45 -0.08 0.084
H -7.49 3.51 -1.72 0.072
H -5.77 3.86 -1.45 0.075
H -1.34 -0.01 -1.14 0.122
H 0.39 -0.33 -0.98 0.022
H -2.20 1.20 -3.02 0.104
H 0.18 1.41 -6.54 0.076
H 1.63 -1.17 -6.71 0.080
H 2.54 -1.65 -5.27 0.080
H 3.41 -1.15 -6.73 0.072
H 1.86 1.18 -7.60 0.066
H 3.58 1.34 -7.27 0.070
H 2.42 2.46 -6.53 0.086
H 3.85 0.09 -3.93 0.054
H 3.80 1.77 -4.41 0.088
H 4.64 0.61 -5.45 0.070
H -1.31 2.98 -7.22 0.081
H -3.00 2.60 -7.60 0.074
H -1.76 1.33 -7.65 0.080
H -2.08 3.98 -5.02 0.086
H -3.10 3.06 -3.92 0.053
H -3.76 3.61 -5.47 0.077
H -3.21 -0.04 -6.04 0.086
H -4.41 1.27 -6.12 0.077
H -3.82 0.69 -4.56 0.058
N -0.16 -2.86 -0.21 -0.085
C 0.61 -3.32 -1.36 -0.244
C 1.78 -4.16 -0.88 -0.196
N 2.92 -3.35 -0.47 -0.143
C 3.72 -2.98 -1.62 -0.213
C 4.80 -1.94 -1.38 -0.281
N 4.25 -0.65 -0.97 0.018
C 3.69 -3.91 0.63 -0.197
C 3.99 -2.91 1.73 -0.264
N 2.75 -2.55 2.40 -0.067
H -0.49 -3.62 0.37 0.065
H -0.97 -2.32 -0.50 0.045
H 1.00 -2.44 -1.88 0.091
H 0.01 -3.88 -2.09 0.104
H 2.07 -4.88 -1.67 0.113
H 1.46 -4.75 -0.02 0.101
H 3.05 -2.60 -2.40 0.104
H 4.23 -3.88 -2.03 0.116
H 5.36 -1.88 -2.33 0.103
H 5.50 -2.31 -0.63 0.091
H 3.42 -0.45 -1.54 0.029
H 4.92 0.08 -1.19 0.067
H 4.64 -4.35 0.26 0.112
H 3.12 -4.73 1.07 0.110
H 4.42 -2.00 1.29 0.087
H 4.75 -3.35 2.41 0.099
H 2.95 -1.96 3.20 -0.021
H 2.27 -3.38 2.75 0.006
C 4.13 2.64 6.28 -0.082
C 4.78 1.28 6.13 -0.336
O 3.90 0.23 6.53 -0.302
P 2.98 -0.40 5.31 0.859
O 2.43 -1.72 6.06 -0.307
C 3.16 -2.96 5.81 -0.303
C 3.45 -3.62 7.13 -0.083
O 1.64 0.50 5.37 -0.332
C 0.46 0.17 6.12 -0.271
C -0.61 1.18 5.75 -0.066
H 4.84 3.42 5.99 0.073
H 3.83 2.81 7.32 0.075
H 3.25 2.73 5.66 0.054
H 5.66 1.20 6.76 0.106
H 5.10 1.12 5.10 0.093
H 4.08 -2.72 5.27 0.095
H 2.52 -3.57 5.15 0.061
H 4.12 -3.03 7.74 0.067
H 3.90 -4.60 6.96 0.072
H 2.52 -3.78 7.68 0.074
H 0.69 0.19 7.19 0.116
H 0.15 -0.84 5.86 0.115
H -0.29 2.19 6.00 0.074
H -1.53 0.96 6.28 0.077
H -0.82 1.14 4.68 0.066
F -0.18 -3.34 3.70 -0.244
C 0.71 -4.50 3.81 -0.210
F 0.70 -4.97 2.40 -0.249
H -0.02 -5.24 4.21 0.004
```


[3]
A 12-piece molecular cluster, C47H89F3N4O18Si overall, computed with wB97M-V/def2-TZVPD.

As for the total energy: -4006.64278 Ha. The max |F| is 3.10 eV/A. For the lowest unoccupied orbital energy, the calculation gives -0.51 eV. As for the orbital gap: 8.08 eV.

The geometry in XYZ format:
```
162
Properties=species:S:1:pos:R:3:lowdin_charge:R:1
C 3.50 -3.81 1.41 -0.005
C 3.41 -3.51 -0.09 -0.368
F 4.70 -3.27 -0.52 0.036
N 2.57 -2.33 -0.30 -0.010
C 2.67 -1.76 -1.67 -0.090
C 2.37 -2.73 -2.85 -0.226
O 1.16 -2.32 -3.50 -0.248
Si 1.40 -1.57 -5.01 0.441
C 1.98 -2.90 -6.23 -0.156
C 2.60 -0.13 -4.99 -0.167
C -0.29 -0.86 -5.49 -0.148
C 1.25 -2.52 0.14 -0.234
N 0.58 -3.74 -0.11 0.126
N -0.19 -3.70 -1.31 0.111
C -0.03 -4.92 -2.06 -0.469
O -0.82 -5.21 -2.91 0.184
F 1.00 -5.72 -1.78 0.151
C -1.63 -3.61 -1.07 -0.461
O -2.31 -2.83 -1.65 0.230
F -2.19 -4.46 -0.19 0.158
N 0.72 -1.58 0.83 0.159
C 1.43 -0.33 1.11 -0.049
C 0.53 0.78 1.73 -0.110
O 1.11 2.06 1.29 -0.058
C 0.37 2.44 0.18 -0.336
O -0.26 3.45 0.13 0.118
C -0.69 -1.81 1.36 -0.709
O -0.71 -2.51 2.37 0.043
O -1.61 -1.27 0.78 0.070
H 3.84 -2.92 1.97 0.092
H 4.19 -4.64 1.63 0.054
H 2.51 -4.12 1.81 0.088
H 3.00 -4.41 -0.57 0.136
H 2.02 -0.88 -1.80 0.128
H 3.71 -1.41 -1.79 0.127
H 2.38 -3.80 -2.58 0.107
H 3.19 -2.60 -3.58 0.103
H 3.06 -3.08 -6.12 0.030
H 1.80 -2.51 -7.25 0.037
H 1.40 -3.82 -6.06 0.035
H 2.68 0.22 -6.05 0.018
H 2.25 0.75 -4.42 0.042
H 3.64 -0.39 -4.70 0.033
H -0.35 -0.69 -6.57 0.035
H -0.40 0.10 -4.94 0.036
H -1.10 -1.51 -5.13 0.030
H 0.06 -4.09 0.70 0.148
H 1.92 0.10 0.23 0.121
H 2.26 -0.52 1.82 0.146
H 0.58 0.76 2.82 0.142
H -0.51 0.77 1.38 0.119
H 0.34 1.75 -0.69 0.160
C -4.27 6.27 -1.53 -0.034
C -3.56 5.10 -2.18 -0.502
O -3.02 5.21 -3.26 0.057
C -3.55 3.80 -1.41 -0.024
H -4.20 7.14 -2.18 0.082
H -5.32 6.02 -1.38 0.087
H -3.80 6.51 -0.58 0.071
H -4.57 3.45 -1.26 0.084
H -3.05 3.94 -0.45 0.076
H -3.01 3.05 -1.99 0.079
C 3.81 2.26 -8.53 -0.017
C 2.56 2.62 -7.78 -0.481
O 1.93 1.80 -7.16 0.039
C 2.13 4.07 -7.83 -0.016
H 4.01 1.19 -8.41 0.084
H 3.69 2.48 -9.60 0.088
H 4.66 2.82 -8.14 0.050
H 1.93 4.36 -8.86 0.085
H 2.90 4.70 -7.41 0.087
H 1.21 4.19 -7.25 0.084
C 8.00 -6.07 2.82 -0.021
C 6.85 -5.14 3.10 -0.469
O 5.82 -5.20 2.46 0.040
C 7.02 -4.13 4.20 -0.026
H 7.74 -6.74 2.00 0.080
H 8.88 -5.50 2.53 0.085
H 8.22 -6.67 3.70 0.085
H 7.86 -3.47 3.97 0.096
H 7.20 -4.64 5.15 0.094
H 6.13 -3.54 4.29 0.047
C -3.87 -1.22 2.94 -0.018
C -3.75 0.00 3.82 -0.492
O -2.67 0.34 4.28 0.047
C -5.01 0.77 4.11 -0.025
H -2.89 -1.68 2.81 0.046
H -4.54 -1.95 3.40 0.088
H -4.25 -0.93 1.96 0.090
H -5.73 0.12 4.62 0.047
H -5.44 1.14 3.18 0.086
H -4.77 1.61 4.75 0.080
C -8.29 0.29 7.47 -0.022
C -7.62 -0.95 6.94 -0.486
O -7.08 -0.96 5.85 0.053
C -7.66 -2.19 7.80 -0.022
H -8.19 1.10 6.75 0.081
H -9.35 0.10 7.64 0.084
H -7.81 0.59 8.41 0.085
H -8.69 -2.49 7.99 0.092
H -7.15 -1.99 8.75 0.091
H -7.14 -3.00 7.30 0.051
C -4.31 10.16 1.30 -0.021
C -5.27 9.09 0.84 -0.495
O -5.00 7.92 0.95 0.052
C -6.58 9.54 0.25 -0.025
H -3.42 9.70 1.70 0.051
H -4.03 10.79 0.45 0.090
H -4.78 10.77 2.08 0.088
H -6.40 10.15 -0.64 0.084
H -7.14 10.12 0.98 0.083
H -7.17 8.67 -0.03 0.079
C -2.72 -5.81 -6.07 -0.018
C -2.03 -7.04 -6.59 -0.506
O -1.51 -7.06 -7.68 0.063
C -2.00 -8.25 -5.68 -0.024
H -2.67 -5.02 -6.82 0.082
H -3.77 -6.03 -5.87 0.086
H -2.24 -5.46 -5.16 0.067
H -3.02 -8.57 -5.46 0.084
H -1.48 -8.00 -4.75 0.080
H -1.46 -9.06 -6.17 0.080
C 5.12 -0.19 6.77 -0.020
C 5.03 -1.63 6.33 -0.482
O 5.97 -2.20 5.82 0.040
C 3.71 -2.33 6.54 -0.013
H 6.12 0.19 6.56 0.082
H 4.40 0.42 6.23 0.087
H 4.94 -0.12 7.85 0.087
H 2.92 -1.82 5.99 0.088
H 3.47 -2.35 7.61 0.087
H 3.78 -3.35 6.18 0.083
C 8.93 3.17 -7.62 -0.021
C 7.60 3.54 -8.23 -0.491
O 6.57 3.46 -7.60 0.050
C 7.61 4.01 -9.66 -0.018
H 8.78 2.85 -6.59 0.083
H 9.38 2.35 -8.18 0.087
H 9.59 4.04 -7.63 0.086
H 8.00 3.23 -10.31 0.088
H 8.21 4.91 -9.76 0.087
H 6.59 4.24 -9.97 0.080
C -0.63 8.99 4.41 -0.020
C -0.38 9.64 3.08 -0.493
O -1.30 10.07 2.41 0.060
C 1.05 9.73 2.61 -0.023
H -1.70 8.99 4.62 0.082
H -0.28 7.95 4.39 0.087
H -0.12 9.54 5.20 0.084
H 1.47 8.73 2.51 0.087
H 1.63 10.32 3.32 0.084
H 1.08 10.22 1.64 0.082
C -4.80 -6.15 7.83 -0.021
C -6.19 -6.00 7.26 -0.492
O -6.96 -5.18 7.69 0.052
C -6.57 -6.91 6.12 -0.021
H -4.66 -5.44 8.64 0.082
H -4.67 -7.16 8.22 0.085
H -4.05 -5.96 7.06 0.087
H -6.52 -7.95 6.44 0.085
H -5.90 -6.75 5.27 0.087
H -7.59 -6.69 5.80 0.082
```